[1]
The following is a DFT calculation (ωB97M-V/def2-TZVPD) of a cluster of 6 separate species, C28H42Br12FN3O2 in total in a non-equilibrium geometry.

```
88
Properties=species:S:1:pos:R:3:forces:R:3
C 2.5183 -1.7703 7.0391 0.74 -0.57 -0.59
C 3.5519 -2.3357 5.9895 -1.36 0.89 0.02
C 2.7109 -2.8208 4.7504 0.59 -0.91 0.68
C 3.0768 -4.2889 4.3608 -0.07 0.82 1.03
O 1.9911 -4.9121 3.6329 0.80 0.42 -0.15
C 2.0235 -4.5072 2.3246 -0.12 -0.34 0.84
C 2.9066 -5.1042 1.4847 -0.29 0.84 -2.11
O 3.8262 -6.0852 1.8726 -0.62 -0.56 0.04
C 3.2530 -7.1212 2.4420 2.44 4.47 -2.29
N 2.8586 -7.9117 3.1179 -1.98 -4.20 2.71
C 2.9351 -4.7230 0.0939 -0.14 0.21 0.31
C 2.1009 -3.7441 -0.3537 -0.21 0.04 0.02
C 1.1676 -3.0798 0.5335 0.39 -0.06 -0.80
N 0.4003 -2.0946 0.0062 -3.55 -2.50 4.75
C -0.4523 -1.5300 1.0157 -0.74 -0.96 -1.52
C -1.5100 -0.2854 0.6520 -2.18 -2.82 1.61
C -2.9664 -0.5755 1.1537 0.14 0.95 0.37
C -3.2166 -0.1090 2.6183 0.57 -0.97 -0.33
F -4.3570 0.6932 2.7128 0.41 -0.30 -0.02
C -0.4563 -2.0235 2.3416 -1.36 1.48 -0.03
N 0.2917 -2.9705 2.8331 0.17 0.10 -0.96
C 1.1085 -3.4633 1.8982 1.54 -1.60 -0.06
H 3.0257 -1.2887 7.8936 -0.31 -0.23 -0.29
H 1.8929 -1.0414 6.4964 0.08 -0.28 0.47
H 1.8949 -2.6200 7.3790 0.14 0.63 0.02
H 4.1646 -1.4668 5.6923 0.25 -0.71 0.14
H 4.1388 -3.1462 6.4528 0.01 0.42 -0.35
H 1.6565 -2.8734 5.0793 0.42 0.19 -0.47
H 2.8229 -2.1202 3.9067 -0.20 -0.30 0.29
H 3.2105 -4.8355 5.3147 -0.32 -0.05 -0.63
H 4.0377 -4.3584 3.8192 -0.46 0.00 -0.01
H 3.6072 -5.1874 -0.6338 -0.09 -0.05 0.57
H 2.1434 -3.4573 -1.4220 -0.56 -0.13 1.58
H -1.5412 -0.1860 -0.4317 -0.76 -0.24 0.76
H -1.0962 0.6460 1.0569 -0.68 -0.42 0.32
H -3.6349 0.0525 0.5309 0.35 -0.36 0.29
H -3.2569 -1.6224 0.9673 0.11 0.37 0.21
H -3.3437 -0.9995 3.2658 -0.20 0.59 -0.07
H -2.3373 0.4556 2.9896 -0.62 0.01 -0.13
H -1.1685 -1.5566 3.0363 0.32 -0.19 -0.28
Br 0.5706 -0.0115 -0.3700 7.31 5.91 -4.60
C 1.1609 1.7280 -1.1103 -0.38 -0.20 0.16
C 2.6603 1.8604 -1.0593 -0.03 0.38 -0.07
Br 3.2750 2.2648 0.7452 0.03 -0.10 0.00
H 0.6441 2.5098 -0.5532 0.19 0.13 -0.11
H 0.8099 1.7335 -2.1440 0.09 0.06 0.01
H 2.9973 2.6994 -1.6676 0.02 -0.02 0.04
H 3.1788 0.9582 -1.3753 -0.09 -0.03 0.07
Br -0.8362 3.9258 6.8174 -0.03 -0.08 0.04
C 0.4587 2.5562 7.3031 0.00 0.31 0.01
C 1.0506 1.9023 6.0832 0.05 -0.28 0.00
Br -0.1913 0.6327 5.2848 -0.01 0.07 -0.09
H -0.0520 1.8555 7.9574 0.03 -0.04 -0.08
H 1.2287 3.0799 7.8672 0.03 -0.05 -0.05
H 1.9262 1.3126 6.3517 -0.03 0.03 0.05
H 1.3209 2.6114 5.3061 -0.06 0.03 0.06
Br -5.3404 1.8429 -0.9065 0.11 0.03 -0.05
C -4.6716 1.5304 -2.7097 -0.35 0.09 0.10
C -4.6797 0.0648 -3.0548 0.25 -0.13 -0.17
Br -3.2016 -0.8838 -2.2045 -0.26 -0.03 -0.37
H -3.6846 1.9760 -2.7607 0.08 -0.07 -0.03
H -5.3489 2.0786 -3.3636 0.02 -0.08 -0.02
H -4.5295 -0.0787 -4.1235 0.00 0.07 0.02
H -5.5931 -0.4379 -2.7500 0.02 0.08 0.04
Br -0.9196 1.8156 -5.7922 0.00 -0.02 -0.03
C -0.6160 3.0437 -7.2729 0.11 0.04 0.30
C -1.7059 4.0799 -7.3540 -0.10 0.00 -0.35
Br -3.3333 3.3400 -8.1223 0.00 -0.03 0.12
H -0.5297 2.4403 -8.1720 -0.09 0.05 0.01
H 0.3435 3.5134 -7.0622 -0.05 0.04 -0.01
H -1.4184 4.8887 -8.0231 0.03 -0.02 0.04
H -1.9734 4.4949 -6.3864 0.08 -0.05 -0.01
Br -6.4735 6.3815 -4.8134 0.05 -0.08 -0.06
C -4.5606 6.0618 -4.6658 -0.21 0.07 0.23
C -3.7653 7.1856 -5.2763 0.24 -0.10 -0.19
Br -3.7688 7.0796 -7.2212 -0.05 0.14 0.05
H -4.3642 5.0991 -5.1311 0.03 0.07 -0.06
H -4.3661 5.9915 -3.5966 0.05 0.04 -0.03
H -2.7173 7.1131 -4.9887 -0.04 -0.03 0.04
H -4.1414 8.1696 -5.0120 -0.06 -0.08 0.03
Br 3.0334 -3.1203 -3.3185 0.34 0.24 -0.97
C 3.3070 -1.8950 -4.8082 0.29 -0.08 0.16
C 2.1939 -0.8929 -4.9174 -0.23 0.12 -0.23
Br 0.5973 -1.6752 -5.6992 -0.02 -0.10 0.09
H 3.4222 -2.5051 -5.6995 -0.08 0.07 0.00
H 4.2494 -1.3944 -4.5908 -0.04 0.02 -0.01
H 2.4740 -0.0868 -5.5941 0.06 -0.03 0.03
H 1.9006 -0.4714 -3.9585 0.07 -0.08 0.01
```
Forces are in eV/Å.

Computed properties:
E_LUMO = -0.030 Ha
Total charge = 0
Energy = -881503.5402 eV
Gap between HOMO and LUMO = 7.870 eV
HOMO energy = -8.696 eV

---

[2]
The following is a DFT calculation (ωB97M-V/def2-TZVPD) of a structure of composition C28H42BrN2OSi3Ti.

```
78
Properties=species:S:1:pos:R:3:forces:R:3
Ti 0.0329 0.5017 0.6601 -0.16 -0.22 0.85
C 5.4701 -0.2580 -1.2164 0.08 0.02 -0.05
C 4.4898 -0.2919 -0.0807 -0.05 -0.02 0.05
C 4.8718 -0.6838 1.2082 0.00 -0.01 -0.01
C 3.9449 -0.7336 2.2356 -0.01 0.01 -0.08
C 2.6668 -0.3675 1.8845 -0.06 0.07 0.05
Br 0.4666 1.6719 2.8198 0.00 -0.03 -0.23
N 2.2445 0.0112 0.7135 0.05 -0.10 0.01
C 3.1673 0.0428 -0.2797 -0.14 0.00 -0.05
H 6.4829 -0.0875 -0.8550 -0.01 0.00 0.01
H 5.2317 0.5339 -1.9256 -0.03 -0.01 -0.01
H 5.4690 -1.2049 -1.7585 -0.01 -0.01 0.01
H 5.9063 -0.9460 1.3973 0.00 -0.01 0.02
H 4.2021 -1.0328 3.2405 0.00 0.00 0.01
H 2.8108 0.3495 -1.2552 0.05 0.01 0.01
C -1.6798 -3.9059 2.3336 0.09 0.03 0.11
Si -0.3387 -2.6333 1.9694 -0.03 -0.04 -0.02
C 1.1191 -3.5649 1.2292 -0.03 -0.01 0.01
C 0.2322 -1.9806 3.6343 0.01 -0.02 -0.03
C -1.0085 -1.3083 0.7794 0.08 0.26 -0.01
Si -1.1219 -1.9658 -0.9902 -0.10 0.04 -0.16
C 0.5709 -2.1432 -1.8126 -0.01 -0.02 0.01
C -1.9291 -3.6502 -1.1854 0.10 0.01 -0.02
C -2.1674 -0.8228 -2.0814 -0.02 -0.03 0.01
Si -2.7014 -0.7509 1.3825 -0.17 -0.10 -0.01
C -4.1852 -1.7633 0.8328 0.03 0.06 0.10
C -2.8708 -0.4839 3.2307 -0.01 0.04 -0.10
C -2.9507 1.0103 0.6881 0.03 0.01 -0.01
C -4.1788 1.6159 0.4537 -0.07 0.03 0.03
C -4.2405 2.9502 0.0862 0.00 0.01 -0.01
C -3.0621 3.6700 -0.0391 0.08 -0.06 0.02
C -1.8678 3.0119 0.1861 0.00 0.07 -0.03
N -1.8142 1.7225 0.5266 0.21 -0.31 -0.14
H -1.2352 -4.7060 2.9323 0.01 -0.01 -0.01
H -2.1121 -4.3623 1.4445 0.03 0.02 -0.04
H -2.4939 -3.4910 2.9304 -0.02 0.02 -0.01
H 1.5949 -4.1275 2.0367 0.01 -0.02 0.00
H 1.8792 -2.9193 0.7853 -0.01 0.04 0.02
H 0.8107 -4.2889 0.4731 -0.01 0.00 -0.02
H 0.3374 -2.8540 4.2850 0.02 0.02 0.04
H -0.4566 -1.2861 4.1110 -0.04 -0.02 -0.02
H 1.2024 -1.4833 3.5914 -0.01 -0.01 -0.05
H 1.0598 -3.0669 -1.5021 -0.01 -0.01 0.01
H 1.2729 -1.3311 -1.6222 -0.06 0.03 0.01
H 0.4237 -2.2096 -2.8945 0.00 -0.01 -0.01
H -1.3436 -4.4645 -0.7570 0.02 0.02 0.03
H -1.9962 -3.8360 -2.2618 -0.02 -0.03 0.00
H -2.9385 -3.7054 -0.7800 -0.01 0.04 0.02
H -2.0003 0.2484 -1.9603 0.07 -0.02 0.04
H -3.2320 -0.9981 -1.9178 -0.01 0.00 0.01
H -1.9706 -1.0788 -3.1266 0.00 0.01 -0.01
H -4.1052 -2.8038 1.1472 0.04 -0.01 0.03
H -4.3762 -1.7485 -0.2388 0.03 0.01 -0.02
H -5.0628 -1.3488 1.3372 -0.03 -0.02 -0.03
H -2.7781 -1.3930 3.8232 0.00 -0.05 -0.02
H -3.8750 -0.0839 3.3976 0.01 0.02 0.04
H -2.1511 0.2460 3.6035 0.01 0.01 -0.01
H -5.0894 1.0423 0.5658 0.01 -0.02 0.02
H -5.1957 3.4266 -0.0918 0.00 0.00 0.00
H -3.0592 4.7177 -0.3029 -0.01 0.00 -0.01
H -0.9174 3.5274 0.1041 -0.01 0.02 -0.01
C 0.3205 1.3299 -3.5278 -0.12 -0.02 0.07
C 0.6642 1.8273 -2.1621 0.17 0.01 0.01
O 0.3762 1.1094 -1.1908 0.11 0.27 -0.42
C 1.3370 3.1148 -1.9518 -0.13 -0.10 0.01
C 1.4440 4.0398 -2.9945 0.05 0.04 0.06
C 2.0487 5.2650 -2.7720 -0.02 -0.06 -0.03
C 2.5627 5.5639 -1.5181 0.02 0.04 0.03
C 2.4693 4.6465 -0.4776 -0.01 -0.02 -0.01
C 1.8538 3.4273 -0.6889 0.02 0.08 0.04
H 0.2730 0.2436 -3.5052 0.00 0.00 -0.01
H 1.0118 1.6710 -4.2922 0.04 0.00 0.02
H -0.6802 1.6951 -3.7799 0.01 0.01 -0.03
H 1.0430 3.8180 -3.9731 -0.02 -0.02 -0.01
H 2.1203 5.9834 -3.5765 0.01 0.01 0.00
H 3.0395 6.5202 -1.3487 0.01 0.00 0.00
H 2.8727 4.8830 0.4974 0.00 0.00 0.00
H 1.7889 2.7277 0.1371 -0.02 -0.01 -0.06
```
Forces are in eV/Å.

Computed properties:
ΔE to the lowest compared entry with this formula, charge and spin = 0.155 eV
E_LUMO (alpha / beta) = -0.133 / -0.140 Ha
Total charge = +1
Multiplicity = 3
Energy = -151535.5166 eV
Gap between HOMO and LUMO (alpha / beta) = 7.110 / 7.749 eV
<S²> = 2.01
HOMO energy (alpha / beta) = -10.725 / -11.561 eV